No. 1
The following is a DFT calculation (ωB97M-V/def2-TZVPD) of one molecule with the formula C9H6N2O in a non-equilibrium geometry.

Summary:
* ΔE to the lowest compared entry with this formula, charge and spin: 57.1 kcal/mol
* E_LUMO (alpha / beta): -1.191 / -1.497 eV
* E_HOMO (alpha / beta): -8.1 / -8.6 eV

Geometry as ORCA input:
```
! wB97M-V def2-TZVPD RIJCOSX def2/J DEFGRID3
* xyz 0 1
C -2.434 1.960 -0.489
C -1.500 -0.351 1.415
C 2.799 -0.620 0.751
C 1.510 -0.556 1.308
C 2.637 -0.577 -0.603
C 0.634 -0.490 0.239
C -1.546 -0.309 -1.088
C -1.437 1.187 -1.048
C -0.785 -0.422 0.213
N -3.292 2.622 -0.097
N -2.099 -0.343 2.395
O 1.336 -0.507 -0.923
H 3.723 -0.688 1.286
H 1.239 -0.565 2.344
H 3.340 -0.570 -1.413
H -2.572 -0.663 -1.011
H -1.032 -0.776 -1.925
H -0.518 1.667 -1.354
*
```



No. 2
The following is a DFT calculation (ωB97M-V/def2-TZVPD) of C9H6N2O4Ti as an isolated structure in a non-equilibrium geometry.

Summary:
* ΔE to the lowest compared entry with this formula, charge and spin: 63.2 kcal/mol
* E_LUMO (alpha / beta): -10.552 / -10.868 eV
* E_HOMO (alpha / beta): -16.0 / -16.1 eV
* ⟨S²⟩: 2.01

Geometry as ORCA input:
```
! wB97M-V def2-TZVPD RIJCOSX def2/J DEFGRID3
* xyz 2 3
O -2.483 2.356 -1.343
C -1.919 1.380 -1.561
Ti -1.030 -0.160 -1.906
O -0.748 0.964 -5.983
C -0.833 0.666 -4.874
C -2.457 -1.111 -1.332
O -3.365 -1.717 -0.966
C -0.142 -1.700 -2.251
O 0.422 -2.676 -2.470
N 2.026 0.354 3.536
C 1.307 0.219 2.323
C 0.134 -0.544 2.273
C -0.560 -0.666 1.065
N -0.099 -0.044 -0.060
C 1.040 0.702 -0.025
C 1.762 0.848 1.160
H 1.697 -0.108 4.397
H 2.890 0.913 3.575
H -0.237 -1.041 3.160
H -1.460 -1.261 1.041
H 1.389 1.184 -0.929
H 2.666 1.443 1.170
*
```